No. 1
37
Properties=species:S:1:pos:R:3:forces:R:3:mulliken_charge:R:1 method="wB97M-V/def2-TZVPD" homo_ev=-5.854 total_charge=-1 gap_ev=8.9
C -0.86143 -0.60150 5.30662 0.28 -0.32 -0.36 -1.17
H -0.51633 1.55725 3.94077 -0.12 0.11 -0.12 0.42
C -3.31969 -0.33787 -3.34860 -0.44 -0.23 1.34 -0.91
O -0.71774 -2.36378 3.68020 0.08 0.11 0.25 -0.67
O 4.65563 -1.34588 -0.89346 0.01 0.26 0.00 -0.72
N 2.52952 -1.19183 -1.62511 -0.22 -0.10 -0.52 0.11
H -1.83582 -0.12525 5.18813 0.08 0.28 0.38 0.28
C -2.57832 1.93468 -2.90689 -0.13 0.18 -0.24 0.63
N -0.20893 -0.28720 2.96649 0.07 -0.15 0.38 0.13
H -3.13962 -1.29074 -2.84762 0.16 -0.12 -0.37 0.33
H 1.53990 -1.08387 -1.41301 0.04 0.23 0.49 0.04
H 2.92270 -0.69820 -3.63015 -0.01 -0.01 -0.03 0.27
N -2.56225 0.63275 -2.58950 0.35 0.28 -0.24 0.11
H -0.05740 1.61260 2.20235 -0.30 0.09 0.11 0.24
H 1.15124 1.28509 3.39506 -0.06 -0.10 0.21 0.26
O -3.29827 2.39038 -3.79446 0.02 -0.06 0.02 -0.69
Cl -0.51456 -0.77888 -0.37425 0.01 0.18 -0.07 -0.86
H -0.12837 -0.65304 2.02183 -0.12 -0.08 -0.17 -0.02
H 2.83601 -1.46605 1.33974 0.10 -0.12 -0.10 0.24
H -1.57587 2.62847 -1.09163 0.33 -0.23 -0.04 0.26
C -1.61258 2.84169 -2.15739 -0.85 -0.04 -0.27 -0.88
C 2.82087 -1.57766 -2.98712 -0.14 0.06 -0.10 -0.96
H 1.98200 -2.17271 -3.34861 0.05 -0.01 -0.11 0.32
C 0.09267 1.11150 3.15921 0.44 -0.08 -0.40 -0.94
C -0.55611 -1.17773 3.92937 -0.10 -0.11 -0.30 0.74
H -0.64975 2.74270 -2.65368 0.20 0.10 0.30 0.23
H 3.73704 -2.15437 -3.07797 0.04 -0.05 0.27 0.32
H -0.08623 0.08792 5.63702 -0.21 0.26 -0.01 0.36
H 3.76500 0.02048 1.10898 0.01 -0.03 0.02 0.32
C 3.47592 -1.06802 -0.68290 0.23 -0.50 0.11 0.61
H -0.92408 -1.40454 6.03423 -0.13 -0.12 -0.12 0.30
H -2.01750 3.84165 -2.30096 0.27 0.10 -0.01 0.30
H -4.38392 -0.14291 -3.19316 -0.05 0.09 -0.42 0.28
H -1.91728 0.31803 -1.87015 0.09 -0.29 0.07 0.04
C 2.99669 -0.61765 0.67444 -0.17 0.30 0.11 -0.71
H 2.04856 -0.08298 0.61103 0.02 -0.01 -0.04 0.11
H -3.09170 -0.38256 -4.40886 0.15 0.14 -0.06 0.27

No. 2
46
Properties=species:S:1:pos:R:3:forces:R:3:mulliken_charge:R:1 method="wB97M-V/def2-TZVPD" homo_ev=-14.284 total_charge=+2 gap_ev=1.6
C 7.86662 -30.63870 13.86760 1.47 0.83 1.38 -0.76
O 6.28409 -26.74893 17.48708 2.11 3.31 0.70 -0.44
S 6.79688 -25.36319 17.41198 -6.04 -1.01 -5.89 1.07
C 5.00065 -25.69987 10.39171 -0.55 0.79 -0.97 -0.85
F 6.64913 -25.12020 15.81162 0.30 0.10 1.15 -0.24
C 15.85381 -24.23302 18.74862 0.37 -0.25 -0.78 -0.92
C 8.37109 -29.47697 11.75072 1.12 0.92 0.81 0.73
H 4.67514 -24.68906 10.63747 -0.05 -0.11 0.72 0.33
H 6.96710 -30.13769 14.22528 -0.23 -0.25 0.09 0.30
H 7.76017 -31.31164 11.85468 -0.23 -0.42 0.50 0.26
N 8.51810 -25.15313 17.30773 -4.56 0.25 -4.52 -0.01
H 5.35492 -26.26049 11.25675 0.51 0.20 -0.30 0.25
H 7.30998 -23.84879 7.51020 -1.01 -0.23 -0.40 0.35
C 17.58856 -22.35712 16.97750 -0.29 -1.05 -1.11 -0.84
H 16.91235 -24.48998 18.78824 0.25 0.71 0.26 0.35
H 8.89844 -30.36301 9.74587 -0.24 -0.53 0.57 0.37
H 17.74887 -21.75594 16.08252 0.15 -0.12 0.03 0.33
H 15.40110 -25.18824 19.01453 -0.68 0.55 0.29 0.32
O 6.07684 -24.26258 17.98520 1.49 -1.31 -0.18 -0.43
H 18.46438 -22.98829 17.12804 0.11 0.29 0.28 0.33
O 8.59347 -26.99591 19.10024 -1.06 3.53 -1.11 -0.38
H 8.76640 -24.21549 7.88561 0.57 -1.05 0.99 0.35
H 8.36836 -28.74146 9.85102 0.14 0.07 -0.16 0.28
F 10.23742 -25.35994 18.66668 -0.39 -0.22 0.43 -0.27
N 16.47073 -23.30409 16.57471 0.72 1.67 -0.35 -0.18
H 8.71649 -30.03038 14.17708 -0.10 0.40 0.84 0.28
O 7.58614 -24.56731 10.28686 0.10 -0.07 0.68 -0.53
O 8.26798 -24.50469 19.62019 -0.84 -1.15 -0.21 -0.38
H 8.06325 -31.60936 14.32285 -0.58 -0.16 -0.47 0.35
N 5.86788 -25.50297 9.21342 -1.25 -1.54 0.77 -0.18
H 4.13157 -26.20406 9.96911 -0.06 -0.08 0.38 0.35
O 8.77436 -28.38887 12.22005 -0.83 -1.84 -0.30 -0.57
H 7.14098 -29.87852 10.08249 0.11 -0.73 -0.13 0.37
In 10.90622 -24.32133 13.64510 -0.11 -0.06 -0.01 0.99
H 17.46765 -21.62119 17.77241 -0.66 -0.62 0.32 0.31
H 16.26781 -23.25218 15.58667 -0.20 0.08 0.02 0.28
C 7.08479 -24.97660 9.25095 1.62 0.76 -1.29 0.77
N 8.03089 -30.56905 12.48346 -0.39 -0.36 -2.03 -0.10
H 15.55126 -23.33635 19.28950 0.16 -0.45 0.61 0.29
O 14.53059 -24.37868 16.82548 -2.78 -0.86 -1.92 -0.51
C 15.53020 -23.94183 17.29201 2.80 0.07 2.30 0.63
C 8.20035 -29.72558 10.28851 -0.22 2.12 -1.02 -1.15
S 8.63494 -25.55739 18.70944 9.06 -3.52 9.53 1.04
H 5.42336 -25.94424 8.42109 0.94 0.39 -0.54 0.28
C 7.80819 -24.73472 7.90393 -0.77 0.89 -0.16 -1.14
H 7.75057 -25.54397 7.17600 0.00 0.05 0.20 0.33

No. 3
45
Properties=species:S:1:pos:R:3:forces:R:3:mulliken_charge:R:1 method="wB97M-V/def2-TZVPD" homo_ev=0.695 total_charge=-2 gap_ev=2.7
H -1.83961 1.51583 -1.54782 -1.42 -1.80 0.51 0.09
O 4.92912 -0.79229 -3.98949 -0.29 0.24 -0.23 -0.75
H 2.83005 2.11403 2.04056 -1.68 0.46 1.39 0.25
C 1.00731 -0.04535 1.72465 -0.86 1.48 1.08 -0.81
C 0.94836 1.59820 -1.50827 1.09 -0.19 -0.66 -0.16
H 2.27833 2.16060 3.92252 -0.32 0.55 -2.61 0.24
O -3.85994 2.27352 0.08842 0.18 -4.81 -1.34 -0.65
H -4.39445 -0.02692 0.38537 0.54 0.10 -1.12 0.11
C -0.50639 -3.35194 1.04179 -0.22 -0.08 -1.62 -0.88
I -3.68099 -2.98784 0.77210 0.46 0.06 0.30 -0.13
C 1.95594 2.32701 2.78863 -1.60 -0.24 1.01 -0.30
H -1.83031 -2.85515 2.82924 -0.01 0.83 -2.42 0.44
C -1.72056 -2.46889 1.70489 2.11 -0.60 1.74 -0.30
N 0.84370 0.10068 -1.32287 -3.47 0.75 3.59 0.29
O 2.78660 -0.12960 -2.86083 3.51 -2.09 2.60 -0.22
H -2.75429 0.30325 -2.66692 0.07 0.67 2.48 0.43
H -2.45401 -0.31695 1.45658 2.09 -0.85 0.40 -0.04
C -1.44972 -0.85368 1.77034 0.21 0.09 -0.02 -0.55
H 0.55815 -3.13718 1.50006 -2.29 -0.39 -0.66 0.23
N -0.24319 -0.39308 0.93340 -0.62 -1.01 2.40 0.68
H -0.74444 -4.52180 1.04808 0.45 2.66 0.33 0.34
O 3.20769 -2.53580 -3.44209 -0.25 -0.11 0.03 -0.73
C -0.33078 -0.30841 -0.46213 0.45 0.45 -2.16 -1.30
C 0.64700 1.37368 2.53218 -0.25 -0.24 -0.89 -0.28
H -0.42151 -3.07578 -0.11635 -0.13 -0.49 2.58 0.23
C -2.45913 0.52319 -1.53178 1.22 -1.32 -2.57 -0.25
S -4.06119 0.88274 -0.63047 -3.49 7.57 -1.10 0.94
H 2.06125 1.97446 -1.31479 -2.24 -0.91 -0.14 0.21
H 1.94664 0.20152 1.07228 -1.99 -1.02 1.03 0.29
H -1.30173 -0.58325 2.92369 0.08 -0.51 -2.69 0.30
P 3.85972 -1.22480 -2.97290 1.65 -1.29 -0.73 0.60
O -5.25309 1.13257 -1.63498 3.80 -2.37 2.88 -0.66
O 1.45443 3.73873 2.72473 0.17 -1.31 -1.81 -0.54
H 1.00423 3.86207 1.81594 1.16 -0.52 2.13 0.34
H 1.20157 -0.84694 2.56540 -0.11 1.29 -2.02 0.25
O 1.33408 0.84105 -3.56679 -1.94 -0.71 -5.33 -0.19
H 0.66044 0.20677 -3.96596 0.67 1.05 0.96 0.27
N -1.70583 -0.69545 -1.04637 2.59 1.79 -0.05 0.07
H 0.13877 2.22179 -0.93761 1.54 -1.25 -0.98 0.15
O 0.71677 1.85056 -2.96945 -2.74 2.76 3.31 -0.31
H 1.74228 -0.34085 -1.02912 -0.53 0.44 -0.91 0.28
H -1.52769 -1.35171 -1.85277 -0.38 1.11 1.06 0.36
H -0.11273 1.94921 1.81480 1.72 -1.12 1.47 0.15
H 0.02354 1.13426 3.51340 1.55 0.66 -1.91 0.20
O 4.51561 -1.44204 -1.59931 -0.48 0.22 0.67 -0.69

No. 4
32
Properties=species:S:1:pos:R:3:forces:R:3:mulliken_charge:R:1 method="wB97M-V/def2-TZVPD" homo_ev=-12.300 total_charge=+1 gap_ev=8.8
H 1.93077 -3.59324 -2.80254 0.58 -0.29 -0.04 0.33
C -0.78439 0.61589 1.18098 -0.85 -2.52 -0.49 0.62
H 2.11321 -1.70523 -3.64286 0.46 0.84 -0.26 0.36
H 1.29218 0.60010 1.06760 -0.78 -1.48 0.35 0.23
H 0.50414 -0.89216 1.92545 0.46 0.15 -1.07 0.55
C -0.77206 2.83918 1.80026 3.31 -0.09 0.74 -1.26
H -1.57259 -0.79859 2.21024 0.50 -2.80 1.31 0.18
H 1.81892 -4.54044 -1.32567 0.76 0.37 -0.26 0.31
H -1.83049 2.07596 0.06523 0.60 -0.26 0.45 0.40
H 0.51075 -0.54952 0.06593 0.11 -1.12 -1.57 0.26
H 1.63076 -2.40891 0.04666 0.29 -0.48 -1.13 0.25
H 3.36448 -3.64675 -1.67781 0.34 -0.20 -0.10 0.27
H 1.18617 2.54092 0.03565 -1.12 -0.57 -1.27 0.39
H -1.01709 2.14646 2.64942 0.26 1.64 -0.15 0.41
C 2.29136 -3.63507 -1.77426 -1.74 -0.86 0.50 -1.06
C 0.46468 -0.19747 1.05527 0.22 2.82 2.86 -1.22
H 0.28385 1.57062 -1.29130 0.44 -0.64 -0.34 0.31
H -3.79530 -0.00108 1.43453 -1.21 -0.13 -0.77 0.34
C 1.70181 -2.45573 -1.08525 1.05 -0.89 1.77 0.25
N -1.80950 0.03542 1.81365 1.14 3.79 -1.86 -0.18
H -3.08546 1.63380 1.88639 -0.71 -0.17 -0.25 0.34
H 0.35416 3.26165 1.90929 -2.51 -1.24 0.06 0.35
H 0.49806 -2.00439 -3.38996 -1.98 -1.33 -0.90 0.51
C -3.16794 0.56267 2.06479 2.00 0.61 0.28 -0.84
H -3.41702 0.41162 3.10308 -0.07 -0.15 0.29 0.33
C -0.82214 1.93848 0.53754 -2.16 0.93 -0.09 0.71
H -1.35747 3.72750 1.75675 -0.81 0.39 -0.02 0.34
C 1.23405 -1.32791 -3.13749 0.48 1.38 2.10 -1.19
C 0.20663 2.30050 -0.51483 1.14 0.96 1.42 -1.66
H 0.84395 -0.29755 -3.31015 0.92 -0.86 -0.57 0.26
N 1.31763 -1.43050 -1.65373 -1.17 2.23 -1.19 -0.30
H -0.11610 3.22374 -1.00289 0.05 0.00 0.20 0.41

It is found that the E values, taken in the order of the records, are -1205.88305; -2286.49219; -2233.65209; -464.71722 Ha.